No. 1
Density functional theory data (ωB97M-V with the def2-TZVPD basis set) for a cluster of 12 separate species, C48H86O31 in total.

**SMILES**: CCOC(=O)OC.CCOC(=O)OC.CCOC(=O)OC.CCOC(=O)OC.CCOC(=O)OC.CCOC(=O)OC.CCOC(=O)OC.O=C1CCCO1.O=C1CCCO1.O=C1CCCO1.O=C1CCCO1.O=C1CCCO1

```
! wB97M-V def2-TZVPD RIJCOSX def2/J DEFGRID3
* xyz 0 1
H -1.7241 -0.6475 2.6496
O 5.6028 1.9807 -0.0921
H 3.0886 0.4770 7.3768
H 0.1666 -3.0041 -2.8540
O -4.8696 -4.9620 -2.7243
H -1.7754 -8.3998 -3.2889
C 1.2376 0.8083 1.9173
H 4.6820 -0.9700 0.3536
H -0.3359 1.0291 0.4456
H -1.4462 -2.5441 -2.4505
C 6.0503 0.6414 0.0768
H 6.0367 -1.0019 1.4700
H -1.0481 -9.6607 -4.2316
H 2.1317 0.4399 -2.6120
C 1.1467 -2.7380 3.6897
H -4.2652 -5.1993 -5.9245
H 3.2180 0.9510 -3.8740
C -2.1675 -1.4234 3.2702
H 4.7208 0.0964 1.7403
H -1.2568 1.3312 4.2891
O 4.7912 2.2896 5.0625
C 4.6619 4.5300 2.1615
H 4.0122 -1.5986 4.6941
H 4.6900 1.2982 7.3235
H -2.5401 0.1111 -2.5207
C 0.3112 1.1223 -4.9295
C -1.2273 -2.5997 3.2017
H -0.3145 -0.8670 -4.4944
H 0.3654 2.0775 4.6553
C -5.5117 0.3420 -3.9429
H 0.7117 0.2899 2.7170
H -7.1708 0.3699 3.4216
C 1.8146 -0.7274 -4.6125
H 2.0005 -1.6785 -4.0896
H -4.8370 0.3708 -1.9158
H 3.3783 0.7499 4.6578
C 3.2841 3.8882 2.0988
H -2.6890 1.1284 -3.9292
C -0.3710 5.4543 -3.0365
O 0.2503 -8.2982 -3.4666
H 2.3395 3.3136 -1.3068
H -1.6243 -3.4578 3.6938
O 1.3095 -3.7794 3.1438
H 5.2366 4.1008 2.9716
O 0.4834 -0.8313 0.3666
O 2.0549 -2.0044 4.3872
H -6.7554 -4.0267 -5.1582
O -0.1946 -0.4026 -1.7187
C 0.6606 0.6083 0.5335
O -1.2648 3.3661 4.6768
H -0.8596 6.4357 -3.1303
H 3.2682 2.8946 2.5420
C -2.5007 7.0242 2.2696
C -0.5814 -3.0846 -2.0754
O 4.3950 3.4458 -1.0224
H 1.2134 1.8742 2.0404
O 5.9600 0.5396 4.2884
H 1.3731 0.9654 -0.2046
C 4.3561 5.9495 2.5918
H -0.8701 3.3793 -3.5514
H 2.2819 0.4390 1.9908
H 1.0746 -5.1112 0.3911
O -0.5046 1.8474 -5.3652
O -2.9951 -1.8940 -4.3265
O -4.8844 -0.8603 -4.4104
C -1.8040 5.7121 2.1027
H 1.9554 4.5621 3.8501
H 2.9241 2.2303 5.5686
C 2.3273 4.8875 2.8631
C 0.4644 -0.3962 -5.1000
H -4.5183 -3.5420 -5.2393
H -6.5435 -5.8293 -5.0468
H 0.9659 -6.8394 -0.0307
H -0.7450 -4.1308 -1.8862
H 4.4240 -0.2696 6.5708
C -1.2466 4.2380 -2.9813
H -3.5725 6.8465 2.2357
H 5.2286 4.5259 1.2373
H -5.5595 1.1357 -4.7154
H 2.9599 3.7793 1.0637
O -5.4934 -2.5277 1.1528
O 4.0085 1.2833 -1.5431
C -1.0336 -8.5895 -4.0372
H -5.9460 -2.7646 -0.8716
C -3.6055 -0.8904 -4.0988
H 3.4078 3.4010 -2.8582
O 1.5832 -7.0015 -2.4295
C -3.2028 0.3723 -3.3543
H -4.6311 1.9797 -2.7034
H 8.2509 1.0723 4.7042
O -0.3574 -6.1751 -3.2107
C -6.1499 -4.8467 -4.7689
H -2.2456 -0.9939 4.2790
H 7.9591 1.2994 3.0380
H 2.5025 -0.7228 -5.4522
C 3.2230 3.6884 -1.8162
C 4.5999 2.1596 -0.9256
C -4.6832 -4.5935 -5.1030
C -4.5879 0.8943 -2.8508
H -5.1933 -4.1444 0.0937
O -6.4526 -0.9872 2.3436
C 0.8552 -5.8161 -0.4152
O 6.8573 2.5837 4.3555
H -1.3434 -7.9381 -4.8958
C 2.1747 0.5455 -3.6947
O -0.0146 -2.1614 3.9694
C -3.9453 -5.0938 -3.8163
C -1.2546 3.8240 -1.5046
C 3.4628 -2.4824 4.4247
O -6.2148 -0.6468 0.1544
O 5.0217 6.9171 2.4822
O -7.0646 -4.4245 -2.4918
H -2.2879 4.4427 -3.2552
C 3.6574 1.4225 5.4705
C -0.7328 2.1080 4.8454
H -6.5377 0.1213 -3.6421
H 7.0700 0.7730 0.3688
C -7.0283 0.2979 2.3578
H 1.5072 -4.8605 -2.2560
H -3.1742 -1.6188 2.9402
H -1.0002 -2.8245 2.1799
O -1.9181 4.9980 3.3364
H 2.8412 -5.7738 -1.3121
C 8.0577 1.8518 3.9535
H -6.3752 1.1343 2.0953
O 1.1947 6.2095 -1.3067
H 3.7826 -2.9378 3.5037
C -3.7883 -2.5934 -0.6892
H -2.2438 7.7452 1.5057
H 0.4329 5.4748 -3.7751
C 0.0451 -1.1639 -0.8129
O -0.0228 4.3941 -0.9656
H -2.1871 5.0754 1.3236
C -6.0434 -1.3426 1.1449
C 0.4874 -7.0693 -3.0741
C 3.9728 0.6801 6.7887
O 3.1107 6.0615 3.0831
H -3.7695 -1.4918 -0.7956
H 8.7692 2.6546 3.9083
H -3.0749 -4.5350 -3.5529
C 5.8539 1.7062 4.5515
O -0.7959 3.1815 2.5169
H -3.7296 -6.1245 -3.8936
H 0.3304 -0.6309 -6.1437
C 5.3007 -0.3417 0.9548
H -7.8936 0.3300 1.7153
H 3.1448 4.7516 -1.8249
O -0.1471 -2.4965 -0.8298
H -0.7884 5.9062 1.8500
C 1.8063 -5.7017 -1.6362
H -2.2990 7.5315 3.2217
H 6.0506 0.1924 -0.9084
H -0.1958 -5.8508 -0.7176
H -2.1566 4.2789 -1.0899
H -3.6062 -2.9277 -1.7074
C -5.1457 -3.0843 -0.2067
C -1.3526 3.8168 3.4099
H -0.8448 1.9409 5.9346
H 1.5020 5.1096 2.1682
C 0.3578 5.4523 -1.6955
O 1.2776 1.5628 -4.0693
H -2.9895 -2.9300 -0.0546
H 3.5652 -3.3147 5.1228
H -1.3113 2.7546 -1.3678
C -6.1993 -4.6642 -3.2174
*
```

***

No. 2
Density functional theory data (ωB97M-V with the def2-TZVPD basis set) for a structure of composition C48H88O24.

```
! wB97M-V def2-TZVPD RIJCOSX def2/J DEFGRID3
* xyz 0 1
H 1.4645 -1.8217 7.9903
H -6.3306 0.9124 -1.3770
O -1.3700 -2.6072 -0.5351
H -3.1186 0.0741 0.2874
O 0.4617 -0.2162 0.5814
H -0.0690 -7.0727 -1.9015
C 2.2744 0.1949 -3.0186
H -4.0100 4.0731 2.1321
H 1.5776 -7.5686 -2.3875
H 1.2318 -2.7238 6.4506
H -0.7167 3.2212 4.1861
H 3.8532 -2.2224 -1.7442
O -3.2452 -1.7393 0.4623
O 3.6441 -0.7712 -4.6183
H 1.9179 -1.0591 -7.3616
C 5.4337 -3.5919 -1.6195
O 3.6385 -3.4609 0.0351
C -6.1610 1.1269 -2.4321
H -0.8567 6.2996 3.1234
H -0.0608 -4.6733 -0.2118
H -2.4983 1.0111 -3.9775
O 0.7312 0.2066 6.4217
C 0.9912 -6.8253 -1.8475
C 0.1568 -3.2703 -2.5785
C 2.9619 1.2207 -3.8686
H 4.0261 3.0670 0.1985
H -1.1821 -1.6067 3.0162
H -6.3483 2.2007 -2.4351
H -3.7216 3.4317 5.8097
O -3.5799 1.4758 3.1720
H -2.3386 -0.4241 4.8352
O 2.9901 -2.1647 -2.9849
H -5.1100 2.7058 3.8506
H -2.3173 -0.1449 1.8160
H 5.6198 -4.6603 -1.7287
H 1.0013 -2.6873 -2.2109
H -1.0191 0.7118 5.0960
C 5.0393 1.4381 1.0652
H -1.3965 -2.9989 1.4524
H -1.2566 0.6656 -2.7989
H 3.9000 1.6386 -3.5032
C 0.9709 -1.2877 -6.8725
H 2.3648 0.3556 -5.7701
H 0.6665 -1.9475 -0.5115
C -0.6637 -2.8417 0.6610
O -3.7172 3.2486 -2.2798
H 3.4508 -3.2769 2.5458
C -2.5616 -2.2099 -0.4814
C 0.4140 -3.9109 0.4058
O 1.2543 1.7075 -0.0876
C 2.9942 -1.0473 -3.4833
H 3.3328 -0.6454 -0.5476
H 1.7636 -0.7399 -0.9149
C 2.4965 -3.2083 2.0235
H -0.4179 0.1607 -7.9077
C -2.3159 2.2002 -0.7940
H -0.6126 -3.7357 -4.5413
C -3.9185 1.2396 1.8915
H 1.8953 -2.5793 2.6799
H -2.5176 -2.8930 -2.4788
H -1.9125 1.1880 -0.7631
O -1.4970 2.9648 0.8666
C 0.1477 0.0172 -6.9871
C -4.8832 0.6079 -3.0190
H 4.4323 1.3402 -2.2159
H -3.1199 6.6128 2.7083
O 2.1981 -1.7426 0.0749
O -4.7307 2.0099 1.2777
H 0.8428 0.8551 -6.9336
H 6.0187 -3.3267 -0.7388
C 0.6785 1.0458 0.7660
H 0.1619 0.4784 -2.1715
C 0.9477 3.2033 5.6076
O 3.5075 3.6104 3.5504
H -4.0778 1.7243 5.8345
H 4.0371 1.0284 -5.6755
H 0.1063 2.7341 2.0065
C -0.1747 -0.5014 -1.8326
H 0.6206 1.1724 2.8279
C 0.0905 1.6442 2.0006
H -3.2878 5.1194 0.9150
C 4.0953 1.2867 -1.1807
H 3.1892 -3.8639 -1.9140
H 1.0960 2.3470 6.2655
C 0.2880 -0.9522 6.3768
H 3.0428 1.5533 -1.2764
H 2.2691 2.0091 -4.1626
H 5.0529 -0.6248 -1.1484
O -0.7868 4.2320 2.5943
H -2.7263 2.4477 0.1850
C -3.2983 -0.0168 1.3586
H -0.0686 -2.6546 7.6342
H -3.5616 3.5306 3.4796
H 5.9364 -3.0435 -2.4162
O 0.3178 1.3076 -4.5586
O -0.8638 0.0026 -5.9662
C 0.2812 2.7936 4.2836
H -3.3285 5.4328 3.9826
O 5.4853 1.8210 2.1405
H 0.6455 -4.4191 1.3418
H -1.1635 -0.3801 -1.3901
O -0.7212 -1.2066 5.5873
H -4.9998 -0.4750 -3.0611
C -1.7460 3.8479 1.6907
C -0.8588 -0.5931 3.2532
H -3.1555 -1.3123 -2.2625
H 1.2174 0.0359 -3.2322
C -1.2680 -0.2722 4.6985
H 2.4402 0.3154 -1.9480
H 0.4409 1.7162 4.2416
H -7.0082 0.8082 -3.0394
H -1.5546 2.9224 -1.0888
C 3.2493 0.4910 -5.1476
H 1.2254 -1.5569 -5.8473
C 2.4208 3.6386 3.9992
C -3.5314 2.4934 5.2886
C 1.2427 -5.4088 -2.3671
H -1.9333 -0.7076 -3.7120
O 2.2214 3.6946 5.3199
H 5.5836 2.7825 -0.4269
H -2.5049 2.1616 5.4446
H -0.1087 -1.2512 -2.6210
C 0.7602 -2.0926 7.2038
C -0.5816 0.5083 -4.7841
H 1.8456 -4.0802 1.9582
H -4.2122 -2.6257 -1.6101
H -1.4645 0.0559 2.6208
H -1.0416 5.0123 4.3507
O 0.1487 -4.6003 -2.2935
H 0.5181 -2.1463 -7.3682
O 2.4006 -5.0173 -2.6490
C 2.6719 -2.7799 0.5652
H -0.6346 -1.9857 -4.1197
C 1.1414 3.5827 3.3107
H 0.8875 -2.7489 -4.5470
H -0.9237 1.2816 1.8330
H -4.7727 0.9157 -4.0587
H 1.1557 3.1700 2.3019
H 1.3382 -3.5902 -0.0751
H -0.6109 -2.7907 -1.9713
C -2.8073 5.6243 3.0447
H 0.5688 3.9771 6.2754
C -3.1048 4.6188 1.8658
C -1.3396 5.3511 3.3585
C -3.3811 2.1969 -1.8216
C 0.7064 -0.8721 -0.6849
C -1.6619 0.3470 -3.7593
C -3.1931 -2.3185 -1.8450
C -0.0737 -2.9185 -4.0618
H 0.1891 -0.4184 3.0094
O -3.7704 0.9223 -2.1264
H -3.9426 -0.8926 1.4353
C 4.6712 2.2577 -0.1435
C -4.0236 2.6167 3.8532
H 1.1323 -6.8154 -0.7667
H -0.3028 -1.8387 0.8887
H 0.8354 4.6219 3.1901
C 4.2739 -0.0977 -0.5975
O 4.9141 0.1528 0.7474
C 3.9377 -3.2553 -1.4065
*
```

***

no.,Kohn-Sham gap (eV),LUMO (eV),HOMO level (hartree)
1,9.969,0.26,-0.35694
2,9.381,0.35,-0.33207